Record 1
# C45H56IN7O16S

A cluster of 4 separate species, C45H56IN7O16S in total in a non-equilibrium geometry (ωB97M-V with the def2-TZVPD basis set, OMol25).

Geometry (Å):
H (-7.625, -2.950, 1.730)
N (-7.400, -1.966, 1.530)
C (-7.139, -1.846, 0.277)
N (-7.176, -3.044, -0.553)
N (-6.773, -0.538, -0.256)
C (-5.585, -0.748, -1.108)
C (-5.081, 0.587, -1.819)
C (-4.229, 0.135, -3.070)
C (-3.059, 1.101, -3.468)
C (-1.839, 1.081, -2.497)
N (-2.060, 0.714, -1.216)
C (-0.930, 0.765, -0.421)
C (-1.063, 0.420, 1.029)
N (-2.367, 0.094, 1.539)
C (0.042, 0.435, 1.963)
I (-0.104, -0.038, 4.049)
C (1.394, 0.818, 1.415)
C (2.658, 0.903, 2.345)
C (2.768, 2.426, 2.806)
C (3.577, 2.591, 4.137)
N (2.785, 2.675, 5.375)
O (4.779, 2.673, 4.182)
C (1.535, 1.150, 0.017)
C (2.954, 1.553, -0.531)
C (3.866, 0.313, -0.906)
C (3.073, -0.943, -1.457)
C (2.782, -1.988, -0.290)
C (3.518, -3.374, -0.482)
C (4.931, -3.320, 0.247)
C (5.624, -4.738, 0.353)
C (0.380, 1.141, -0.956)
N (0.663, 1.520, -2.260)
C (-0.486, 1.491, -2.976)
C (-0.362, 1.937, -4.481)
C (0.030, 0.711, -5.420)
C (1.566, 0.418, -5.223)
C (1.989, -1.087, -5.420)
S (0.959, -2.277, -4.500)
O (-0.164, -2.643, -5.363)
O (0.449, -1.702, -3.256)
O (1.858, -3.634, -4.215)
H (-7.834, -3.738, -0.210)
H (-6.251, -3.430, -0.730)
H (-7.549, -0.162, -0.810)
H (-5.771, -1.474, -1.961)
H (-4.705, -1.181, -0.547)
H (-6.000, 1.146, -2.138)
H (-4.522, 1.246, -1.105)
H (-3.907, -0.941, -2.960)
H (-4.941, 0.126, -3.949)
H (-3.403, 2.167, -3.605)
H (-2.709, 0.774, -4.492)
H (-2.892, -0.409, 0.818)
H (-2.294, -0.556, 2.328)
H (3.571, 0.591, 1.783)
H (2.535, 0.283, 3.271)
H (3.194, 3.100, 2.023)
H (1.706, 2.775, 2.970)
H (2.725, 1.702, 5.702)
H (1.830, 2.920, 5.094)
H (3.522, 2.175, 0.214)
H (2.880, 2.193, -1.452)
H (4.580, 0.009, -0.085)
H (4.531, 0.654, -1.756)
H (3.787, -1.470, -2.164)
H (2.168, -0.681, -2.056)
H (3.163, -1.536, 0.664)
H (1.681, -2.194, -0.272)
H (2.921, -4.161, 0.062)
H (3.645, -3.680, -1.552)
H (5.581, -2.607, -0.342)
H (4.740, -2.912, 1.272)
H (5.215, -5.313, 1.233)
H (5.483, -5.345, -0.579)
H (6.737, -4.622, 0.499)
H (0.467, 2.705, -4.501)
H (-1.284, 2.443, -4.859)
H (-0.643, -0.161, -5.237)
H (-0.111, 1.083, -6.474)
H (2.120, 1.024, -5.998)
H (1.973, 0.755, -4.234)
H (3.038, -1.184, -5.008)
H (2.064, -1.366, -6.503)
H (1.482, -3.974, -3.374)
O (2.780, -0.660, 5.912)
C (3.391, -1.711, 6.003)
C (2.723, -3.010, 5.972)
C (3.429, -4.139, 6.091)
O (2.836, -5.346, 6.063)
C (4.913, -4.118, 6.260)
O (5.514, -5.169, 6.383)
C (5.585, -2.820, 6.267)
C (4.881, -1.690, 6.145)
O (5.482, -0.486, 6.146)
H (1.648, -3.013, 5.851)
H (3.558, -5.994, 6.169)
H (6.661, -2.819, 6.372)
H (4.766, 0.169, 6.047)
O (-1.861, 7.881, -8.808)
C (-1.395, 6.779, -8.594)
C (-0.959, 5.883, -9.665)
C (-0.468, 4.674, -9.380)
O (-0.059, 3.833, -10.349)
C (-0.349, 4.192, -7.970)
O (0.088, 3.074, -7.756)
C (-0.761, 5.095, -6.898)
C (-1.249, 6.307, -7.182)
O (-1.633, 7.156, -6.213)
H (-1.053, 6.242, -10.681)
H (0.249, 3.030, -9.886)
H (-0.653, 4.741, -5.882)
H (-1.947, 7.957, -6.676)
O (-6.037, 1.604, 8.438)
C (-5.191, 0.765, 8.195)
C (-3.758, 1.035, 8.302)
C (-2.866, 0.085, 8.007)
O (-1.541, 0.307, 8.100)
C (-3.292, -1.275, 7.559)
O (-2.444, -2.105, 7.283)
C (-4.724, -1.553, 7.475)
C (-5.618, -0.605, 7.773)
O (-6.941, -0.837, 7.705)
H (-3.462, 2.023, 8.625)
H (-1.118, -0.532, 7.833)
H (-5.020, -2.547, 7.166)
H (-7.367, 0.002, 7.965)

Output
Highest occupied orbital energy ... -7.86 eV
SMILES ... [H]/N=C(\N)NCCCCc1nc2c(N)c(I)c(CCC(N)=O)c(CCCCCCC)c2nc1CCCCS(=O)(=O)O.O=C1C=C(O)C(=O)C=C1O.O=C1C=C(O)C(=O)C=C1O.O=C1C=C(O)C(=O)C=C1O
Spin multiplicity ... 1
Molecular weight ... 1109.9 Da
Frontier orbital gap ... 0.21984 Eh

***

Record 2
# C45H57CoN5

A structure of composition C45H57CoN5 (ωB97M-V with the def2-TZVPD basis set, OMol25).

Geometry (Å):
Co (0.137, 0.083, -0.569)
C (-5.341, -2.174, 0.979)
C (-5.215, -1.585, -0.429)
C (-4.057, -0.647, -0.556)
C (-4.054, 0.708, -0.498)
C (-5.199, 1.642, -0.276)
C (-5.259, 2.137, 1.173)
C (-2.669, 1.117, -0.628)
N (-1.849, 0.038, -0.707)
C (-2.670, -1.049, -0.692)
C (-2.246, -2.362, -0.756)
C (-0.921, -2.768, -0.738)
C (-0.496, -4.150, -0.737)
C (-1.396, -5.338, -0.878)
C (-1.794, -5.595, -2.334)
C (0.864, -4.130, -0.659)
C (1.247, -2.739, -0.609)
C (2.557, -2.298, -0.512)
C (2.958, -0.979, -0.586)
N (2.119, 0.084, -0.738)
C (2.928, 1.159, -0.924)
C (2.497, 2.445, -1.194)
C (1.178, 2.842, -1.249)
N (0.114, 2.026, -1.038)
C (-0.970, 2.843, -1.003)
C (-2.263, 2.433, -0.751)
C (-0.590, 4.227, -1.235)
C (0.754, 4.224, -1.405)
C (1.663, 5.369, -1.722)
C (2.071, 5.402, -3.197)
C (-1.542, 5.376, -1.317)
C (-2.270, 5.443, -2.663)
C (4.326, 0.779, -0.849)
C (4.344, -0.558, -0.629)
C (5.531, -1.464, -0.529)
C (5.893, -2.103, -1.873)
C (5.486, 1.718, -0.962)
C (5.727, 2.505, 0.330)
N (0.152, -1.929, -0.651)
C (1.803, -5.295, -0.599)
C (2.218, -5.633, 0.836)
H (-6.197, -2.847, 1.054)
H (-5.466, -1.379, 1.716)
H (-4.442, -2.735, 1.245)
H (-6.137, -1.058, -0.683)
H (-5.119, -2.396, -1.156)
H (-6.136, 1.142, -0.532)
H (-5.118, 2.498, -0.951)
H (-5.410, 1.299, 1.856)
H (-6.075, 2.847, 1.316)
H (-4.323, 2.622, 1.456)
H (-3.006, -3.133, -0.781)
H (-2.297, -5.199, -0.274)
H (-0.896, -6.222, -0.475)
H (-2.306, -4.727, -2.752)
H (-2.456, -6.459, -2.417)
H (-0.909, -5.779, -2.944)
H (3.333, -3.050, -0.445)
H (3.255, 3.204, -1.340)
H (-3.026, 3.198, -0.695)
H (2.558, 5.315, -1.097)
H (1.168, 6.307, -1.460)
H (2.576, 4.477, -3.481)
H (2.742, 6.237, -3.403)
H (1.192, 5.504, -3.836)
H (-0.998, 6.309, -1.152)
H (-2.274, 5.305, -0.508)
H (-1.556, 5.563, -3.479)
H (-2.967, 6.282, -2.693)
H (-2.829, 4.525, -2.849)
H (5.340, -2.247, 0.210)
H (6.386, -0.898, -0.153)
H (5.054, -2.679, -2.267)
H (6.752, -2.769, -1.777)
H (6.134, -1.334, -2.608)
H (5.322, 2.413, -1.790)
H (6.385, 1.153, -1.218)
H (4.842, 3.080, 0.606)
H (6.566, 3.195, 0.222)
H (5.946, 1.825, 1.155)
H (2.694, -5.085, -1.196)
H (1.332, -6.167, -1.057)
H (2.710, -4.779, 1.306)
H (2.906, -6.480, 0.864)
H (1.342, -5.886, 1.437)
C (0.352, -2.376, 2.449)
N (-0.831, -1.921, 3.235)
C (-0.419, -1.376, 4.553)
C (-1.702, -0.942, 2.420)
C (-1.113, 0.430, 2.449)
C (-1.604, 1.303, 3.429)
C (-0.990, 2.522, 3.649)
C (0.137, 2.831, 2.890)
C (0.568, 1.964, 1.897)
C (-0.047, 0.739, 1.579)
H (1.021, -2.924, 3.110)
H (0.829, -1.490, 2.026)
H (0.000, -3.014, 1.643)
H (-1.411, -2.738, 3.408)
H (0.266, -0.550, 4.380)
H (0.066, -2.171, 5.115)
H (-1.294, -1.008, 5.082)
H (-2.690, -0.990, 2.884)
H (-1.733, -1.370, 1.424)
H (-2.474, 1.023, 4.020)
H (-1.366, 3.211, 4.394)
H (0.657, 3.768, 3.057)
H (1.423, 2.282, 1.305)

Output
Highest occupied orbital energy (alpha / beta) ... -5.85 / -6.19 eV
Spin multiplicity ... 2
Energy relative to the best compared isomer or geometry (same formula, charge and spin) ... 0.00 kJ/mol
<S²> ... 0.76
Molecular weight ... 726.9 Da
Frontier orbital gap (alpha / beta) ... 0.20463 / 0.21778 Eh

***

Record 3
# C45H57CsN5O5S

A structure of composition C45H57CsN5O5S in a non-equilibrium geometry (ωB97M-V with the def2-TZVPD basis set, OMol25).

Geometry (Å):
Cs (-0.608, -0.862, -1.684)
C (-2.956, 5.640, 3.760)
C (-2.436, 4.203, 4.101)
C (-3.499, 3.615, 5.035)
C (-1.046, 4.182, 4.813)
C (-2.384, 3.413, 2.777)
C (-1.246, 3.002, 2.165)
C (-1.223, 2.208, 0.943)
N (-0.143, 1.744, 0.312)
C (1.171, 1.710, 0.525)
C (1.801, 2.042, 1.757)
C (3.130, 1.793, 1.970)
C (3.928, 1.320, 0.873)
C (3.417, 1.153, -0.367)
C (2.039, 1.411, -0.666)
O (1.566, 1.281, -1.799)
C (4.344, 0.755, -1.512)
C (4.424, 1.847, -2.564)
C (5.827, 0.513, -1.066)
C (3.887, -0.524, -2.235)
C (3.846, 2.103, 3.297)
C (3.006, 2.910, 4.306)
C (4.379, 0.802, 3.910)
C (5.134, 2.986, 2.921)
C (-2.566, 1.895, 0.372)
O (-2.729, 1.151, -0.631)
C (-3.792, 2.409, 0.987)
C (-3.667, 3.177, 2.112)
C (-5.168, 2.098, 0.431)
C (-6.294, 2.898, 1.053)
C (-5.368, 0.574, 0.660)
C (-5.256, 2.644, -1.063)
H (-2.826, 6.322, 4.592)
H (-4.052, 5.555, 3.613)
H (-2.512, 6.058, 2.845)
H (-3.514, 4.216, 5.908)
H (-3.306, 2.579, 5.312)
H (-4.528, 3.652, 4.665)
H (-1.135, 4.746, 5.744)
H (-0.230, 4.522, 4.169)
H (-0.859, 3.146, 5.001)
H (-0.298, 3.241, 2.521)
H (1.267, 2.477, 2.599)
H (5.006, 1.171, 0.979)
H (4.748, 2.767, -2.043)
H (3.451, 1.978, -3.031)
H (5.167, 1.661, -3.365)
H (6.200, 1.420, -0.599)
H (6.442, 0.266, -1.914)
H (5.888, -0.252, -0.262)
H (2.922, -0.372, -2.708)
H (3.787, -1.373, -1.543)
H (4.631, -0.824, -2.962)
H (2.106, 2.439, 4.660)
H (2.827, 3.877, 3.876)
H (3.714, 3.120, 5.129)
H (3.546, 0.214, 4.231)
H (5.121, 1.069, 4.686)
H (4.983, 0.280, 3.143)
H (4.937, 3.712, 2.173)
H (5.918, 2.350, 2.493)
H (5.584, 3.414, 3.816)
H (-4.548, 3.759, 2.472)
H (-6.708, 2.557, 1.995)
H (-7.208, 2.888, 0.446)
H (-6.080, 3.945, 1.164)
H (-5.117, 0.219, 1.629)
H (-4.695, 0.049, -0.030)
H (-6.389, 0.186, 0.434)
H (-4.976, 3.729, -1.090)
H (-6.281, 2.467, -1.419)
H (-4.538, 2.092, -1.672)
C (2.902, -6.992, -0.039)
C (1.582, -6.312, 0.030)
C (0.416, -6.967, 0.402)
C (-0.829, -6.323, 0.243)
C (-0.887, -4.965, -0.084)
C (0.312, -4.267, -0.266)
C (1.556, -4.949, -0.220)
S (-2.438, -4.057, -0.414)
O (-3.542, -4.994, -0.201)
O (-2.344, -2.891, 0.487)
N (-2.299, -3.548, -1.856)
C (-2.207, -4.509, -2.820)
C (-3.097, -5.508, -3.119)
C (-2.889, -6.389, -4.201)
C (-1.799, -6.294, -5.051)
C (-0.833, -5.355, -4.688)
C (0.313, -5.205, -5.501)
C (1.236, -4.221, -5.163)
C (1.019, -3.413, -4.029)
N (-0.083, -3.536, -3.319)
C (-0.959, -4.492, -3.608)
H (3.611, -6.441, -0.640)
H (2.991, -7.990, -0.506)
H (3.253, -7.091, 1.061)
H (0.482, -8.015, 0.755)
H (-1.734, -6.831, 0.393)
H (0.340, -3.222, -0.443)
H (2.477, -4.405, -0.429)
H (-3.962, -5.594, -2.500)
H (-3.561, -7.235, -4.284)
H (-1.686, -6.881, -5.951)
H (0.468, -5.908, -6.319)
H (2.180, -4.247, -5.657)
H (1.745, -2.650, -3.695)
N (0.773, 2.696, -4.717)
C (-0.513, 2.380, -4.262)
N (-0.788, 2.486, -2.923)
O (-1.409, 1.927, -5.013)
H (1.269, 3.270, -4.017)
H (0.681, 3.053, -5.694)
H (-0.049, 2.385, -2.260)
H (-1.662, 2.086, -2.639)

Output
Highest occupied orbital energy (alpha / beta) ... -4.70 / -4.69 eV
Spin multiplicity ... 1
Net charge ... -1
Molecular weight ... 913.0 Da
Frontier orbital gap (alpha / beta) ... 0.21117 / 0.21225 Eh

***

Record 4
# C45H57F4N6O3V

A structure of composition C45H57F4N6O3V in a non-equilibrium geometry (ωB97M-V with the def2-TZVPD basis set, OMol25).

Geometry (Å):
V (-0.499, 0.053, -0.038)
C (1.147, -1.548, 2.977)
N (-0.261, -1.761, 2.721)
C (-1.038, -1.464, 3.900)
C (-0.544, -3.064, 2.123)
C (-0.907, -2.962, 0.633)
N (-0.075, -2.011, -0.075)
C (1.129, -2.406, -0.526)
C (2.164, -1.446, -0.545)
F (1.865, -0.242, 0.034)
C (3.430, -1.671, -1.022)
F (4.343, -0.685, -0.968)
C (3.790, -2.909, -1.526)
C (2.809, -3.883, -1.505)
F (3.095, -5.107, -1.999)
C (1.533, -3.664, -1.030)
F (0.647, -4.682, -1.121)
H (1.515, -2.166, 3.816)
H (1.737, -1.793, 2.098)
H (1.322, -0.498, 3.217)
H (-0.824, -2.149, 4.742)
H (-0.814, -0.446, 4.230)
H (-2.103, -1.512, 3.679)
H (0.326, -3.728, 2.244)
H (-1.370, -3.543, 2.661)
H (-0.884, -3.968, 0.206)
H (-1.930, -2.613, 0.542)
H (4.773, -3.099, -1.927)
C (4.772, 2.736, -0.307)
C (3.454, 2.224, 0.274)
C (3.672, 1.516, 1.612)
C (2.440, 3.338, 0.395)
C (2.774, 4.444, 1.172)
C (1.925, 5.528, 1.296)
C (0.734, 5.529, 0.586)
C (0.367, 4.446, -0.206)
C (-0.858, 4.516, -1.096)
C (-0.423, 4.746, -2.548)
C (-1.856, 5.596, -0.691)
C (1.197, 3.305, -0.264)
N (0.697, 2.150, -0.916)
C (1.253, 1.804, -2.078)
O (2.186, 2.336, -2.703)
C (0.526, 0.640, -2.750)
C (0.710, 0.280, -4.077)
C (-0.135, -0.677, -4.623)
C (-1.184, -1.203, -3.871)
C (-1.306, -0.793, -2.558)
N (-0.419, 0.051, -2.027)
C (-2.553, -1.031, -1.714)
O (-3.453, -1.731, -2.185)
N (-2.588, -0.273, -0.595)
C (-3.898, 0.167, -0.239)
C (-4.582, -0.298, 0.895)
C (-5.827, 0.240, 1.214)
C (-6.409, 1.224, 0.436)
C (-5.735, 1.682, -0.682)
C (-4.487, 1.178, -1.031)
C (-3.795, 1.735, -2.260)
C (-4.315, 1.077, -3.544)
C (-3.941, 3.252, -2.377)
C (-4.016, -1.426, 1.728)
C (-4.363, -2.768, 1.074)
C (-4.488, -1.422, 3.180)
H (5.460, 1.902, -0.462)
H (5.260, 3.454, 0.359)
H (4.593, 3.215, -1.270)
H (3.070, 1.502, -0.433)
H (4.080, 2.200, 2.361)
H (4.371, 0.685, 1.496)
H (2.732, 1.109, 1.996)
H (3.728, 4.450, 1.689)
H (2.200, 6.379, 1.908)
H (0.094, 6.400, 0.636)
H (-1.344, 3.537, -1.054)
H (0.051, 5.728, -2.642)
H (-1.287, 4.725, -3.217)
H (0.299, 4.001, -2.879)
H (-1.433, 6.595, -0.823)
H (-2.169, 5.506, 0.352)
H (-2.744, 5.542, -1.321)
H (1.495, 0.768, -4.637)
H (-0.007, -0.985, -5.654)
H (-1.918, -1.885, -4.276)
H (-6.355, -0.122, 2.087)
H (-7.378, 1.630, 0.700)
H (-6.182, 2.457, -1.292)
H (-2.730, 1.513, -2.168)
H (-5.366, 1.341, -3.694)
H (-4.239, -0.008, -3.503)
H (-3.751, 1.439, -4.408)
H (-4.948, 3.535, -2.696)
H (-3.245, 3.637, -3.124)
H (-3.736, 3.755, -1.432)
H (-2.930, -1.308, 1.720)
H (-5.442, -2.937, 1.130)
H (-3.863, -3.593, 1.589)
H (-4.076, -2.781, 0.022)
H (-5.553, -1.650, 3.257)
H (-4.312, -0.460, 3.668)
H (-3.963, -2.194, 3.747)
C (-1.879, 4.298, 2.896)
N (-1.692, 3.018, 2.230)
C (-2.785, 2.492, 1.427)
C (-0.556, 2.318, 2.365)
C (0.543, 2.918, 3.202)
O (-0.387, 1.216, 1.840)
H (-2.884, 4.649, 2.678)
H (-1.166, 5.042, 2.533)
H (-1.785, 4.209, 3.979)
H (-3.314, 3.320, 0.958)
H (-3.490, 1.912, 2.028)
H (-2.396, 1.847, 0.641)
H (0.197, 3.144, 4.211)
H (0.902, 3.845, 2.745)
H (1.361, 2.203, 3.246)

Output
Highest occupied orbital energy (alpha / beta) ... -3.77 / -4.79 eV
Spin multiplicity ... 4
Net charge ... -1
Energy relative to the best compared isomer or geometry (same formula, charge and spin) ... 76.36 kJ/mol
<S²> ... 3.76
Molecular weight ... 856.9 Da
Frontier orbital gap (alpha / beta) ... 0.22430 / 0.26159 Eh